DFT (wB97M-V/def2-TZVPD) results for 2 unconnected molecules or ions with the total composition C4H8O2.

The geometry in XYZ format:
```
14
Properties=species:S:1:pos:R:3:forces:R:3:nbo_charge:R:1
O 0.02707 1.69118 -1.88321 -0.0397 -0.5715 -0.1738 -0.53
C -1.05045 1.14790 -1.75771 0.7093 2.0480 0.4294 0.43
C -1.64728 1.08979 -0.37249 0.4219 -1.8624 -0.1427 -0.73
H -1.59735 0.91679 -2.67994 -0.3501 -0.6332 0.1613 0.13
H -1.04042 0.35379 0.17974 -0.0790 -0.0598 -0.1215 0.24
H -1.45385 2.00013 0.17659 -0.4912 0.4397 -0.1844 0.25
H -2.64712 0.65954 -0.35024 -0.2079 0.5890 0.1119 0.23
C 1.26454 -1.18538 1.81920 -0.4275 0.2477 -0.5866 -0.55
C 1.43862 -1.53728 0.54913 0.8514 0.9537 0.4404 0.16
O 1.58274 -0.65022 -0.47879 -0.2774 -0.5170 0.3428 -0.67
H 1.00748 -1.94957 2.50890 0.2096 -0.4398 0.7083 0.21
H 1.25976 -0.15034 2.13900 -0.2160 0.0124 -0.0181 0.19
H 1.68648 -2.54274 0.30211 -0.3354 -0.6672 -0.5489 0.18
H 1.16978 0.15642 -0.15228 0.2322 0.4603 -0.4181 0.48
```
Positions in Å, forces in eV/Å.

Results
Total energy: -8370.9734 eV
E_HOMO: -9.2 eV
Frontier orbital gap: 10.103 eV
Energy relative to the best compared isomer or geometry (same formula, charge and spin): 53.2 kcal per mole



DFT (wB97M-V/def2-TZVPD) results for C4H8O in the gas phase.

The geometry in XYZ format:
```
13
Properties=species:S:1:pos:R:3:forces:R:3:nbo_charge:R:1
C 0.76648 1.35287 1.65285 -0.5408 0.2066 -0.5184 -0.66
C -0.54864 -1.06884 -1.11578 1.8120 -1.8521 -2.2817 -0.10
O -1.49600 -0.45286 -1.99658 0.0771 1.6714 0.4283 -0.74
C 0.51779 -0.19689 -0.47231 0.2573 0.2620 0.6712 -0.24
C 0.30189 0.17627 0.79488 0.0366 0.8827 0.6924 -0.12
H 1.55233 1.94882 1.15804 0.1741 -0.5307 0.6226 0.22
H -0.09447 2.08656 1.66121 0.5805 -0.8980 0.0061 0.23
H 0.91339 1.07904 2.72521 0.3833 0.2494 -0.9428 0.22
H -1.13759 -1.77279 -0.48806 1.0202 0.4263 0.1518 0.18
H 0.19654 -1.54870 -1.81503 -1.2850 -1.1028 0.4592 0.16
H -2.08158 -1.07787 -2.43659 0.4547 -0.2969 0.3713 0.47
H 1.55048 -0.11588 -0.98624 -2.1530 0.7250 0.4776 0.21
H -0.44062 -0.40972 1.31839 -0.8169 0.2572 -0.1374 0.18
```
Positions in Å, forces in eV/Å.

Results
Total energy: -6322.9247 eV
E_HOMO: -9.1 eV
Frontier orbital gap: 10.047 eV
Energy relative to the best compared isomer or geometry (same formula, charge and spin): 51.7 kcal per mole



DFT (wB97M-V/def2-TZVPD) results for C4H8O2 in the gas phase.

The geometry in XYZ format:
```
14
Properties=species:S:1:pos:R:3:forces:R:3:nbo_charge:R:1
C -1.70979 0.77846 0.16832 0.0067 0.2401 0.0211 -0.27
O -1.60672 -0.64961 0.22475 0.3551 -0.2357 -0.1287 -0.42
C -0.44305 -1.21531 0.11340 -0.1048 0.0531 0.2518 0.40
C 0.97442 -0.68045 0.30500 -0.5283 0.3068 -0.2856 0.08
O 1.79688 -1.61944 0.57334 0.1569 -0.1857 0.1125 -0.76
C 1.43730 0.42554 -0.66440 0.0618 0.0685 -0.0440 -0.65
H -1.42193 1.13786 -0.82073 -0.0462 -0.0541 0.1487 0.20
H -2.75437 1.00674 0.37339 0.1549 -0.0238 -0.0321 0.21
H -1.05763 1.21477 0.93418 -0.0848 -0.0547 -0.1139 0.20
H 0.54314 -0.14193 1.26509 0.0774 -0.0401 -0.0175 0.16
H -0.52414 -2.29886 0.23485 0.0190 0.0744 -0.0544 0.20
H 2.39948 0.78298 -0.29016 -0.1254 -0.0472 -0.0388 0.23
H 0.76048 1.28080 -0.76882 0.0853 -0.1412 0.0489 0.19
H 1.60594 -0.02155 -1.64820 -0.0275 0.0396 0.1319 0.22
```
Positions in Å, forces in eV/Å.

Results
Total energy: -8368.7746 eV
E_HOMO (spin up / spin down): -8.0 / -8.0 eV
Frontier orbital gap (spin up / spin down): 7.559 / 7.556 eV
Energy relative to the best compared isomer or geometry (same formula, charge and spin): 103.9 kcal per mole



Question: Which formula does entry 1 have?
Answer: C4H8O2